## 1
Here is an isolated ion of composition C5H9N2 and charge +1 from OMol25. Energies are from ωB97M-V/def2-TZVPD.

Structure (ORCA input):
```
! RIJCOSX wB97M-V def2-TZVPD def2/J DEFGRID3
* xyz 1 3
C -1.49355 0.41812 0.50806
C 1.92680 0.60852 -1.08337
C 1.96328 -0.67570 -0.27855
C -0.07686 0.66655 0.42416
C -2.51666 -0.54715 0.86839
N -1.25921 1.53167 -0.01897
N 0.68714 -0.02185 -0.64006
H 1.91722 1.47432 -0.46190
H 2.15711 0.53719 -2.10438
H 1.97251 -1.61728 -0.75945
H 2.38972 -0.66556 0.72017
H 0.54162 0.94748 1.16254
H -2.18708 -1.57797 1.03405
H -3.33916 -0.49463 0.11918
H -2.75947 -0.17113 1.87420
H 0.07661 -0.41257 -1.36407
*
```

Values from the calculation:
LUMO energy (spin up / spin down): -3.2 / -7.6 eV
HOMO-LUMO gap (spin up / spin down): 0.2374 / 0.2763 Ha
HOMO energy (spin up / spin down): -9.6 / -15.1 eV

## 2
Here is an isolated ion of composition C5H9N2 and charge +1 from OMol25. Energies are from ωB97M-V/def2-TZVPD.

Structure (ORCA input):
```
! RIJCOSX wB97M-V def2-TZVPD def2/J DEFGRID3
* xyz 1 3
C -0.02022 0.81485 0.71303
C 0.41807 -0.31452 -0.13711
C -0.64190 -1.47039 -0.06591
C -0.50787 -0.60186 -1.25128
C 0.99992 1.91664 0.85399
N -1.21247 0.73083 1.15211
N -0.25728 -2.09313 -1.38199
H 1.50050 -0.40996 -0.28207
H -1.16042 -1.60849 0.82412
H -1.22015 -0.12268 -1.81810
H 2.05264 1.76485 1.22195
H 0.59815 2.62515 1.56620
H 1.18382 2.40300 -0.08701
H -1.34554 1.44536 1.95035
H 0.72559 -2.56103 -1.41457
H -1.11283 -2.51862 -1.84371
*
```

Values from the calculation:
LUMO energy (spin up / spin down): -3.4 / -7.0 eV
HOMO-LUMO gap (spin up / spin down): 0.2363 / 0.2920 Ha
HOMO energy (spin up / spin down): -9.8 / -15.0 eV

Relative calculated energies, zero for the most stable structure, unit kJ/mol: 1 20.0; 2 0.0.

## 1
Here is the molecule C3H4N4S from OMol25. Energies are from ωB97M-V/def2-TZVPD.

Structure (ORCA input):
```
! RIJCOSX wB97M-V def2-TZVPD def2/J DEFGRID3
* xyz 0 1
C 0.55085 -1.29802 1.03345
C -0.08854 -0.35098 0.25297
N -1.13202 -0.52255 -0.60568
N -1.49742 0.50532 -1.39282
N -1.07255 1.81636 -1.17047
N -0.04499 2.09484 -0.41757
C 0.71024 0.92630 0.02762
S 2.31239 1.14530 0.51144
H 1.38748 -1.75926 0.40350
H 1.33605 -0.68121 1.81177
H -0.10407 -2.10177 1.56514
H -2.35743 0.22568 -2.01936
*
```

Values from the calculation:
LUMO energy: -1.0 eV
HOMO-LUMO gap: 0.2875 Ha
HOMO energy: -8.8 eV

## 2
Here is the molecule C3H4N4S from OMol25. Energies are from ωB97M-V/def2-TZVPD.

Structure (ORCA input):
```
! RIJCOSX wB97M-V def2-TZVPD def2/J DEFGRID3
* xyz 0 1
C -0.71895 2.36052 -0.07691
N 0.02625 1.45582 0.52618
N 0.10989 0.16589 0.19676
C -0.12983 -0.46061 -1.01666
N 0.26689 -1.72497 -1.07580
C 0.77255 -2.00249 0.18667
S 1.16653 -3.56153 0.76166
N 0.62579 -0.81317 0.94615
H -0.63919 3.44126 0.17997
H -1.65725 2.02489 -0.68003
H -0.66399 0.00571 -1.88614
H 0.84132 -0.89132 1.93815
*
```

Values from the calculation:
LUMO energy: -0.8 eV
HOMO-LUMO gap: 0.2608 Ha
HOMO energy: -7.9 eV

## 3
Here is the molecule C3H4N4S from OMol25. Energies are from ωB97M-V/def2-TZVPD.

Structure (ORCA input):
```
! RIJCOSX wB97M-V def2-TZVPD def2/J DEFGRID3
* xyz 0 1
S -3.15514 -0.29382 -0.16588
N -1.76997 0.88026 0.17738
C -0.57929 0.39229 0.07295
N 0.47683 1.27461 -0.12909
C 1.69774 0.93716 -0.05388
C 2.01544 -0.48202 -0.17138
N 1.07458 -1.40266 -0.00226
N -0.16533 -0.92280 0.15260
H -4.12781 0.71699 0.24168
H 2.62025 1.52648 -0.13438
H 2.94472 -1.05326 -0.06433
H -1.03202 -1.57322 0.07659
*
```

Values from the calculation:
LUMO energy: -0.4 eV
HOMO-LUMO gap: 0.2893 Ha
HOMO energy: -8.3 eV

Relative calculated energies, zero for the most stable structure, unit kJ/mol: 1 129.2; 2 31.5; 3 0.0.

## 1
Here is the molecule C16H23N3O4S from OMol25. Energies are from ωB97M-V/def2-TZVPD.

Structure (ORCA input):
```
! RIJCOSX wB97M-V def2-TZVPD def2/J DEFGRID3
* xyz 0 1
C -7.13038 -2.07956 0.22479
N -6.47856 -0.80248 0.13349
C -7.13026 0.40255 0.31443
O -8.28832 0.55514 0.57040
O -6.22238 1.40723 0.15337
C -5.01424 0.84227 -0.12654
C -3.80318 1.45028 -0.36812
C -2.73684 0.60298 -0.62723
S -1.12069 1.32082 -0.89213
O -1.28012 2.64422 -1.42064
O -0.31040 0.37377 -1.60052
N -0.59335 1.43722 0.69895
C 0.64702 0.76302 1.01694
C 1.88406 1.50402 0.48429
N 3.03017 0.61721 0.46924
C 4.28660 1.28429 0.74151
C 5.42855 0.30818 1.03271
C 5.96613 -0.39521 -0.21302
C 5.19851 -1.66111 -0.60576
C 3.68237 -1.58032 -0.40504
C 3.06999 -0.21519 -0.72585
C -2.85892 -0.77500 -0.64647
C -4.08010 -1.38674 -0.40487
C -5.15559 -0.55633 -0.14218
H -8.18114 -1.89354 0.44257
H -7.04190 -2.61971 -0.71903
H -6.69050 -2.67537 1.02616
H -3.67237 2.51826 -0.37959
H -0.60127 2.40513 0.98505
H 0.58762 -0.22153 0.55475
H 0.71244 0.63723 2.10002
H 2.09164 2.35916 1.13370
H 1.64088 1.89409 -0.51842
H 4.13944 1.90763 1.62862
H 4.58912 1.94805 -0.09053
H 5.09564 -0.42494 1.76663
H 6.23889 0.88746 1.48179
H 7.01007 -0.67193 -0.04705
H 5.95634 0.31485 -1.04275
H 5.57418 -2.50500 -0.02233
H 5.41317 -1.87470 -1.65550
H 3.43139 -1.80716 0.63185
H 3.21468 -2.34318 -1.03009
H 2.04525 -0.35524 -1.07337
H 3.62428 0.27562 -1.54018
H -1.98062 -1.35768 -0.87104
H -4.18731 -2.45877 -0.42302
*
```

Values from the calculation:
LUMO energy: 0.5 eV
HOMO-LUMO gap: 0.3315 Ha
HOMO energy: -8.5 eV

## 2
Here is the molecule C16H23N3O4S from OMol25. Energies are from ωB97M-V/def2-TZVPD.

Structure (ORCA input):
```
! RIJCOSX wB97M-V def2-TZVPD def2/J DEFGRID3
* xyz 0 1
C -7.19036 -0.81067 1.29746
N -6.27005 -0.10180 0.45226
C -6.57899 1.08328 -0.18771
O -7.61586 1.67635 -0.12655
O -5.49114 1.47547 -0.90919
C -4.50866 0.54777 -0.72866
C -3.23782 0.51080 -1.25489
C -2.45698 -0.57390 -0.88587
S -0.78697 -0.64154 -1.52258
O -0.78662 -0.23247 -2.89414
O -0.22193 -1.92088 -1.18177
N -0.08089 0.58831 -0.64154
C 0.51171 0.20235 0.62522
C 1.88678 0.86449 0.78895
N 2.63704 0.76104 -0.44229
C 3.63597 1.78231 -0.65930
C 4.87702 1.74564 0.24317
C 5.64344 0.42425 0.18500
C 4.94209 -0.70100 0.94690
C 3.82722 -1.42232 0.17690
C 3.03644 -0.57496 -0.83773
C -2.90577 -1.57059 -0.03874
C -4.18831 -1.53333 0.49019
C -4.98229 -0.45836 0.13198
H -6.79110 -0.89455 2.30951
H -8.11845 -0.24104 1.31683
H -7.38142 -1.80844 0.89934
H -2.85383 1.25894 -1.92563
H 0.61427 1.05427 -1.21692
H 0.60700 -0.88761 0.65261
H -0.15251 0.51343 1.43850
H 2.38701 0.41643 1.66011
H 1.73975 1.92890 0.99283
H 3.14758 2.75593 -0.54198
H 3.95732 1.69895 -1.70235
H 4.58237 1.94316 1.27674
H 5.53614 2.55837 -0.07132
H 6.62502 0.58362 0.63890
H 5.80755 0.13187 -0.85340
H 4.54254 -0.28270 1.87449
H 5.68454 -1.44879 1.23622
H 3.13422 -1.85811 0.89965
H 4.25828 -2.25098 -0.38842
H 2.13664 -1.13861 -1.10713
H 3.62595 -0.46346 -1.75017
H -2.23368 -2.38250 0.18775
H -4.55025 -2.30735 1.14678
*
```

Values from the calculation:
LUMO energy: 0.6 eV
HOMO-LUMO gap: 0.3346 Ha
HOMO energy: -8.5 eV

Relative calculated energies, zero for the most stable structure, unit kJ/mol: 1 18.0; 2 0.0.

## 1
Here is a 2-piece molecular cluster, C4H13N3S overall from OMol25. Energies are from ωB97M-V/def2-TZVPD.

Structure (ORCA input):
```
! RIJCOSX wB97M-V def2-TZVPD def2/J DEFGRID3
* xyz 0 1
C -0.88891 3.12521 -0.75387
N 0.33754 2.37924 -0.97904
C 0.51149 1.94197 -2.15645
N -0.31125 2.13040 -3.24510
H -1.03003 3.94284 -1.47241
H -0.85456 3.57647 0.23430
H -1.77662 2.48501 -0.81926
H 1.42270 1.39384 -2.38065
H -0.17797 1.48766 -4.01493
H -1.26964 2.36127 -3.05790
N 1.39809 0.11404 1.03488
C 0.22096 -0.74812 1.14647
C 0.64375 -2.16758 1.48500
S -0.85078 -3.19057 1.69182
H 1.99262 -0.23628 0.29005
H 1.09844 1.02440 0.70532
H -0.37662 -0.75965 0.22361
H -0.41415 -0.35322 1.94112
H 1.27058 -2.56293 0.68655
H 1.21191 -2.15691 2.41226
H -0.21615 -4.31089 2.04513
*
```

Values from the calculation:
LUMO energy: 0.7 eV
HOMO-LUMO gap: 0.3507 Ha
HOMO energy: -8.8 eV

## 2
Here is a 2-piece molecular cluster, C4H13N3S overall from OMol25. Energies are from ωB97M-V/def2-TZVPD.

Structure (ORCA input):
```
! RIJCOSX wB97M-V def2-TZVPD def2/J DEFGRID3
* xyz 0 1
C 2.52273 -0.31556 -0.77456
C 1.01014 -0.19027 -0.52519
S -0.08368 -0.69119 -1.93472
N 3.04690 0.79838 -1.58434
H 2.76658 -1.31194 -1.23274
H 3.04220 -0.22403 0.19310
H 0.86232 0.89895 -0.30182
H 0.81893 -0.72434 0.44144
H 2.77030 1.70095 -1.14086
H 2.55150 0.77873 -2.48210
C -2.45221 -0.54887 0.79785
C -1.70044 0.55601 0.63598
N -0.85789 0.92142 1.78334
N -2.81386 -1.37111 -0.25301
H -2.88441 -0.77843 1.76500
H -1.42341 1.01150 -0.32843
H -0.64644 1.94024 1.77536
H -1.27379 0.70648 2.68236
H 0.03222 0.44479 1.61941
H -2.18441 -1.27817 -1.09353
H -3.10327 -2.32354 -0.04257
*
```

Values from the calculation:
LUMO energy: -0.5 eV
HOMO-LUMO gap: 0.2170 Ha
HOMO energy: -6.4 eV

Relative calculated energies, zero for the most stable structure, unit kJ/mol: 1 0.0; 2 261.1.

## 1
Here is the molecule C4H13N3S from OMol25. Energies are from ωB97M-V/def2-TZVPD.

Structure (ORCA input):
```
! RIJCOSX wB97M-V def2-TZVPD def2/J DEFGRID3
* xyz 0 1
N 2.71052 -0.76095 0.70124
C 2.11302 0.04580 -0.32232
N 0.94162 0.77609 0.13402
C -0.35531 0.22614 -0.17186
C -1.41304 1.26124 0.27628
N -2.79702 1.12002 -0.12564
C -0.53665 -1.15218 0.49644
S -1.94333 -2.09128 -0.10167
H 3.25528 -1.53236 0.34739
H 3.11033 -0.27551 1.47898
H 2.75422 0.71689 -0.89613
H 1.76570 -0.65008 -1.10458
H 0.99763 1.76832 0.09795
H -0.56507 0.03631 -1.23455
H -1.27971 1.49474 1.33972
H -0.98433 2.16943 -0.18388
H -3.00534 1.70620 -0.91650
H -2.99879 0.15493 -0.36412
H -0.60591 -1.06502 1.58201
H 0.36314 -1.74672 0.34931
H -1.52692 -2.20200 -1.38208
*
```

Values from the calculation:
LUMO energy: 0.8 eV
HOMO-LUMO gap: 0.3510 Ha
HOMO energy: -8.7 eV

## 2
Here is the molecule C4H13N3S from OMol25. Energies are from ωB97M-V/def2-TZVPD.

Structure (ORCA input):
```
! RIJCOSX wB97M-V def2-TZVPD def2/J DEFGRID3
* xyz 0 1
N 1.64253 -2.78548 -1.43268
C 1.09559 -1.48200 -1.67098
N -0.18168 -1.20942 -0.91974
C -0.15065 0.01663 -0.16004
C -0.17315 1.30104 -1.02523
N 0.66079 2.36062 -0.45694
C -1.28719 0.02639 0.86964
S -0.88548 0.86194 2.43532
H 1.62867 -2.98888 -0.44075
H 1.14719 -3.49332 -1.95180
H 0.87572 -1.38743 -2.73414
H 1.82410 -0.71697 -1.39995
H -0.92894 -1.14916 -1.60248
H 0.78170 0.06663 0.40410
H -1.21367 1.60523 -1.21731
H 0.21544 1.05152 -2.01956
H 0.25176 3.27168 -0.65326
H 0.61685 2.31862 0.55863
H -2.20200 0.52622 0.54185
H -1.60126 -0.98315 1.09074
H 0.17567 0.11599 2.75768
*
```

Values from the calculation:
LUMO energy: 0.9 eV
HOMO-LUMO gap: 0.3627 Ha
HOMO energy: -8.9 eV

Relative calculated energies, zero for the most stable structure, unit kJ/mol: 1 13.8; 2 0.0.